Record 1
The following is a DFT calculation (wB97M-V/def2-TZVPD) of a 2-piece molecular cluster, C3H9BOS overall at a distorted geometry.

```
! wB97M-V def2-TZVPD RIJCOSX def2/J DEFGRID3
* xyz 0 1
B -0.43908 -0.03456 0.13478
C -0.67174 2.33538 0.14842
C -2.25465 -1.70136 0.06423
C 2.43962 -0.09597 0.02114
O -1.69958 -0.40528 0.14278
S 0.95442 -1.15228 0.05546
H 0.21995 2.71942 0.61258
H -1.56559 2.44906 0.72865
H -0.76907 2.57656 -0.89328
H -2.07723 -2.12254 -0.92775
H -3.32736 -1.60910 0.23866
H -1.80773 -2.35936 0.81371
H 3.28872 -0.76796 -0.05302
H 2.49416 0.48003 0.93847
H 2.39668 0.55778 -0.84382
*
```

For the energy above the lowest of the compared OMol25 structures with the same formula, charge and spin, the calculation gives 49.67 kcal/mol. Its total energy is -16815.1631 eV. The value obtained for the LUMO energy is 0.55 eV. The calculation puts the gap between HOMO and LUMO at 8.74 eV.

Here are the Löwdin charges for atoms 1 to 5, given in e: number 1, B, carries -0.63; number 2, C, carries 0.01; number 3, C, carries -0.08; number 4, C, carries -0.40; number 5, O, carries -0.08

=====

Record 2
The following is a DFT calculation (wB97M-V/def2-TZVPD) of a 2-piece molecular cluster, C3H9BrN3 overall at a distorted geometry.

```
! wB97M-V def2-TZVPD RIJCOSX def2/J DEFGRID3
* xyz 1 1
C -1.31534 1.43654 0.63819
C -2.12978 0.87563 -0.45022
C 1.29590 0.08854 -0.64150
N 1.95366 -1.81699 0.69523
N 1.60954 -1.21610 -0.54800
N -0.86172 0.28031 -0.04241
Br -3.72951 -0.11369 -0.13340
H -0.71045 2.35154 0.61822
H -1.94041 1.31903 1.58168
H 0.98344 0.65823 -1.49036
H 1.84234 0.59484 0.19542
H 2.47434 -2.64198 0.55973
H 2.30838 -0.99160 1.22868
H -2.06173 1.52621 -1.33130
H 1.18999 -1.77765 -1.30159
H -0.90867 -0.57286 0.42162
*
```

For the energy above the lowest of the compared OMol25 structures with the same formula, charge and spin, the calculation gives 69.18 kcal/mol. Its total energy is -77759.3249 eV. The value obtained for the LUMO energy is -4.25 eV. The calculation puts the gap between HOMO and LUMO at 9.13 eV.

Here are the Löwdin charges for atoms 1 to 5, given in e: number 1, C, carries -0.20; number 2, C, carries -0.71; number 3, C, carries 0.10; number 4, N, carries 0.10; number 5, N, carries -0.07

=====

Record 3
The following is a DFT calculation (wB97M-V/def2-TZVPD) of C3H9Cl2N2O5Sn as an isolated structure at a distorted geometry.

```
! wB97M-V def2-TZVPD RIJCOSX def2/J DEFGRID3
* xyz 1 1
Sn -19.91436 -1.81040 -9.55624
O -22.66471 -0.90826 -8.92425
H -22.85516 -0.29096 -8.19131
C -23.42197 1.40600 -11.34820
N -22.05743 1.61924 -10.91390
O -21.20760 0.80994 -11.26902
O -21.79576 2.65935 -10.25253
H -23.44328 1.32467 -12.43495
H -23.97758 2.27774 -11.00252
H -23.88092 0.54660 -10.85944
C -19.85927 2.73302 -7.07077
N -20.58886 1.50578 -6.73475
O -21.57968 1.70821 -6.07356
O -20.18082 0.39642 -7.04664
H -18.79652 2.53257 -6.93481
H -20.16589 3.54506 -6.41148
H -20.03186 2.96355 -8.12204
C -24.54863 2.97222 -7.73399
Cl -25.87253 2.78689 -8.93981
Cl -23.35426 4.22504 -8.14024
H -25.13620 3.28240 -6.86989
H -24.01879 2.02072 -7.68903
*
```

For the energy above the lowest of the compared OMol25 structures with the same formula, charge and spin, the calculation gives 0.00 kcal/mol. Its total energy is -47334.1688 eV. The value obtained for the LUMO energy is -7.25 eV. The calculation puts the gap between HOMO and LUMO at 5.86 eV.

Here are the Löwdin charges for atoms 1 to 5, given in e: number 1, Sn, carries 1.52; number 2, O, carries -0.41; number 3, H, carries -0.07; number 4, C, carries 0.02; number 5, N, carries -0.40

=====

Record 4
The following is a DFT calculation (wB97M-V/def2-TZVPD) of C3H9Cl2NP as an isolated structure at a distorted geometry.

```
! wB97M-V def2-TZVPD RIJCOSX def2/J DEFGRID3
* xyz 1 1
C 0.02553 1.04894 1.77232
C -1.37689 0.90620 -0.30916
C 0.22164 -1.82842 -1.01201
N -0.09544 0.57178 0.37804
P 1.01041 -0.40611 -0.33207
Cl 2.06547 0.70953 -2.48009
Cl 2.48055 -0.87267 0.77799
H -0.87923 0.73380 2.18528
H 0.97107 0.59753 2.11764
H 0.16198 2.09461 1.90533
H -2.04780 0.66960 0.45029
H -1.36976 2.02222 -0.57450
H -1.30405 0.27047 -1.16491
H 1.03517 -2.32621 -1.60787
H -0.54834 -1.71652 -1.79774
H -0.35032 -2.47473 -0.30852
*
```

For the energy above the lowest of the compared OMol25 structures with the same formula, charge and spin, the calculation gives 44.48 kcal/mol. Its total energy is -39072.9060 eV. The value obtained for the LUMO energy is -6.08 eV. The calculation puts the gap between HOMO and LUMO at 8.42 eV.

Here are the Löwdin charges for atoms 1 to 5, given in e: number 1, C, carries -0.05; number 2, C, carries -0.01; number 3, C, carries -0.25; number 4, N, carries -0.41; number 5, P, carries 0.38

=====

Record 5
The following is a DFT calculation (wB97M-V/def2-TZVPD) of a 2-piece molecular cluster, C3H9ClN3 overall at a distorted geometry.

```
! wB97M-V def2-TZVPD RIJCOSX def2/J DEFGRID3
* xyz 1 1
C -1.66125 -0.68752 -0.58636
C -1.47433 0.60551 -0.85354
C 1.30252 0.51041 -0.25218
N -1.76883 -1.26046 0.66444
N 1.52671 1.80502 -0.09662
N 1.64624 -0.43058 0.56901
Cl -1.65230 1.87511 0.37248
H -1.69577 -1.19722 -1.56766
H -1.64126 0.99201 -1.86918
H 0.85082 0.05293 -1.13797
H -1.76400 -2.22019 0.70239
H 2.19870 2.02454 0.60704
H 1.62072 2.48722 -0.80030
H -2.48955 -0.88743 1.33370
H 1.32309 -1.29860 0.36215
H 2.09997 -0.37221 1.50603
*
```

For the energy above the lowest of the compared OMol25 structures with the same formula, charge and spin, the calculation gives 25.23 kcal/mol. Its total energy is -20242.4265 eV. The value obtained for the LUMO energy is -3.46 eV. The calculation puts the gap between HOMO and LUMO at 8.91 eV.

Here are the Löwdin charges for atoms 1 to 5, given in e: number 1, C, carries -0.32; number 2, C, carries -0.59; number 3, C, carries -0.22; number 4, N, carries 0.07; number 5, N, carries 0.19

=====

Record 6
The following is a DFT calculation (wB97M-V/def2-TZVPD) of one molecule with the formula C3H9ClNO2P at a distorted geometry.

```
! wB97M-V def2-TZVPD RIJCOSX def2/J DEFGRID3
* xyz 0 1
C 1.13741 -0.26349 1.17705
C 1.20251 0.86594 -1.06339
C 1.07557 -0.48240 -0.36835
N -0.17068 -1.10723 -0.73605
O -1.85112 1.11276 -0.29006
O -1.90219 -0.88990 1.21769
P -1.47232 -0.50818 -0.20821
Cl -2.75559 -1.40016 -1.29452
H 0.33204 0.33899 1.50719
H 1.02844 -1.18621 1.66278
H 2.16895 0.19466 1.42074
H 2.19238 1.34528 -0.65375
H 0.44913 1.41231 -0.51222
H 1.12905 0.89094 -2.08599
H 1.89060 -1.23661 -0.47028
H -2.09361 1.33799 -1.17887
H -2.36057 -0.42468 1.87623
*
```

For the energy above the lowest of the compared OMol25 structures with the same formula, charge and spin, the calculation gives 31.15 kcal/mol. Its total energy is -30654.0915 eV. The value obtained for the LUMO energy is 0.42 eV. The calculation puts the gap between HOMO and LUMO at 9.29 eV. Its SMILES is CC(C)N=P(O)(O)Cl.

Here are the Löwdin charges for atoms 1 to 5, given in e: number 1, C, carries -0.10; number 2, C, carries -0.08; number 3, C, carries -0.54; number 4, N, carries -0.18; number 5, O, carries -0.19

=====

Record 7
The following is a DFT calculation (wB97M-V/def2-TZVPD) of one molecule with the formula C3H9ClOSi at a distorted geometry.

```
! wB97M-V def2-TZVPD RIJCOSX def2/J DEFGRID3
* xyz 0 1
C -1.63903 1.02025 0.08007
C 0.41265 -1.95438 0.24827
C -0.22049 1.12006 0.63719
O 0.98881 0.31001 -1.84106
Si 1.02095 -0.01563 -0.24939
Cl 2.91868 0.27081 0.43707
H -2.32508 1.61778 0.67839
H -1.67251 1.37866 -0.94589
H -1.98752 -0.00886 0.09120
H 1.09930 -2.67735 -0.17620
H 0.39525 -2.06884 1.32269
H -0.57490 -2.12874 -0.15756
H -0.24356 0.84438 1.69282
H 0.09876 2.16347 0.60007
H 1.72871 0.12835 -2.41766
*
```

For the energy above the lowest of the compared OMol25 structures with the same formula, charge and spin, the calculation gives 2.56 kcal/mol. Its total energy is -25707.6821 eV. The value obtained for the LUMO energy is 0.61 eV. The calculation puts the gap between HOMO and LUMO at 10.49 eV. Its SMILES is CC[Si@@](C)(O)Cl.

Here are the Löwdin charges for atoms 1 to 5, given in e: number 1, C, carries -0.17; number 2, C, carries -0.16; number 3, C, carries -0.33; number 4, O, carries -0.17; number 5, Si, carries 0.09

=====

Record 8
The following is a DFT calculation (wB97M-V/def2-TZVPD) of a 2-piece molecular cluster, C3H9ClOSi overall at a distorted geometry.

```
! wB97M-V def2-TZVPD RIJCOSX def2/J DEFGRID3
* xyz 0 1
C -1.17757 -1.71799 -1.58140
C -0.73990 -0.04633 0.83582
C -0.12700 1.31509 0.82617
O 1.64332 -1.37384 -0.61716
Si 0.18623 -1.15079 -0.42526
Cl 3.82015 2.31457 1.32432
H -1.94153 -0.99323 -1.97036
H -0.91895 -2.16090 -2.46519
H -1.78976 -2.54570 -1.32427
H -1.87888 -0.08544 0.65057
H 3.66040 1.61154 0.19755
H -0.83308 -0.47836 1.90956
H 0.67567 1.56776 1.47507
H 0.22181 1.70240 -0.05124
H -0.80090 2.04121 1.21580
*
```

For the energy above the lowest of the compared OMol25 structures with the same formula, charge and spin, the calculation gives 90.41 kcal/mol. Its total energy is -25703.8727 eV. The value obtained for the LUMO energy is 0.41 eV. The calculation puts the gap between HOMO and LUMO at 10.63 eV. Its SMILES is CC[Si](C)=O.Cl.

Here are the Löwdin charges for atoms 1 to 5, given in e: number 1, C, carries -0.18; number 2, C, carries -0.32; number 3, C, carries -0.20; number 4, O, carries -0.32; number 5, Si, carries 0.60

=====

Record 9
The following is a DFT calculation (wB97M-V/def2-TZVPD) of C3H9CrN2O13S2 as an isolated structure at a distorted geometry.

```
! wB97M-V def2-TZVPD RIJCOSX def2/J DEFGRID3
* xyz -3 5
Cr 0.11615 -0.55179 -0.07970
C 0.67651 -2.67124 1.85338
O -0.35001 -2.15794 1.10325
H 1.41822 -1.92766 2.21713
H 0.28656 -3.12279 2.79792
H 1.23012 -3.45227 1.29813
S -1.98663 -1.99669 -2.32819
O -1.31988 -2.76595 -3.40398
O -3.02592 -1.13386 -2.97356
O -2.57557 -2.84078 -1.28741
O -0.96440 -1.05991 -1.69681
S 2.57407 0.44876 -0.85311
O 3.00580 -0.02111 -2.18336
O 2.35834 -0.68879 0.09795
O 3.65683 1.36228 -0.38221
O 1.22477 1.10870 -0.89888
C 2.52690 1.72981 2.49662
N 1.20945 1.10017 2.74752
O 0.89056 0.88170 3.91786
O 0.57450 0.83952 1.76839
H 3.21571 0.93284 2.21610
H 2.87846 2.26774 3.37054
H 2.42222 2.35407 1.61259
C -3.39893 1.40564 -1.94323
N -2.20942 1.92471 -1.22010
O -1.66648 2.95475 -1.59895
O -1.78375 1.18329 -0.36957
H -4.17091 1.29971 -1.18377
H -3.15615 0.42818 -2.41736
H -3.65712 2.16891 -2.67719
*
```

Its total energy is -82940.2068 eV. The value obtained for the LUMO energy (spin up / spin down) is 7.06 / 7.06 eV. The calculation puts the gap between HOMO and LUMO (spin up / spin down) at 5.09 / 5.88 eV.

Here are the Löwdin charges for atoms 1 to 5, given in e: number 1, Cr, carries 0.81; number 2, C, carries -0.37; number 3, O, carries -0.40; number 4, H, carries 0.04; number 5, H, carries 0.04

=====

Repeat the first record exactly.
The following is a DFT calculation (wB97M-V/def2-TZVPD) of a 2-piece molecular cluster, C3H9BOS overall at a distorted geometry.

```
! wB97M-V def2-TZVPD RIJCOSX def2/J DEFGRID3
* xyz 0 1
B -0.43908 -0.03456 0.13478
C -0.67174 2.33538 0.14842
C -2.25465 -1.70136 0.06423
C 2.43962 -0.09597 0.02114
O -1.69958 -0.40528 0.14278
S 0.95442 -1.15228 0.05546
H 0.21995 2.71942 0.61258
H -1.56559 2.44906 0.72865
H -0.76907 2.57656 -0.89328
H -2.07723 -2.12254 -0.92775
H -3.32736 -1.60910 0.23866
H -1.80773 -2.35936 0.81371
H 3.28872 -0.76796 -0.05302
H 2.49416 0.48003 0.93847
H 2.39668 0.55778 -0.84382
*
```

For the energy above the lowest of the compared OMol25 structures with the same formula, charge and spin, the calculation gives 49.67 kcal/mol. Its total energy is -16815.1631 eV. The value obtained for the LUMO energy is 0.55 eV. The calculation puts the gap between HOMO and LUMO at 8.74 eV.

Here are the Löwdin charges for atoms 1 to 5, given in e: number 1, B, carries -0.63; number 2, C, carries 0.01; number 3, C, carries -0.08; number 4, C, carries -0.40; number 5, O, carries -0.08

=====

Question: What is the formula in the second record?
Answer: C3H9BrN3